Entry 1:
C6H8N2 | ωB97M-V/def2-TZVPD

Values from the calculation:
Gap between HOMO and LUMO in eV: 9.6
E_tot in a.u.: -342.7645
Structure (SMILES): C#C/C(C)=C(\N)N=C

CARTESIAN COORDINATES (ANGSTROEM)
1 C -0.473 -1.668 1.154
2 C 0.023 0.555 -0.149
3 C -0.160 -0.713 0.072
4 N 0.440 1.394 -1.122
5 C 0.730 2.133 1.639
6 N 0.166 1.025 1.458
7 C -0.385 -1.388 -1.462
8 C -0.586 -1.833 -2.570
9 H -0.109 2.234 -1.245
10 H 0.776 0.968 -1.973
11 H -0.486 -1.151 2.110
12 H -1.439 -2.136 0.970
13 H 0.277 -2.459 1.162
14 H 0.750 2.545 2.647
15 H 1.170 2.746 0.841
16 H -0.692 -2.251 -3.534

Atomic forces in eV per Å
0.215 0.212 0.483
1.430 1.570 6.387
-1.760 -3.436 -6.843
0.038 0.240 -0.361
-0.049 0.428 -0.137
-0.491 0.564 -2.866
0.404 0.590 2.509
0.364 0.405 1.078
0.051 -0.128 -0.107
-0.249 -0.021 0.003
0.024 -0.156 -0.006
-0.008 0.052 -0.043
0.005 -0.020 0.088
0.259 -0.126 0.072
-0.108 -0.083 0.019
-0.124 -0.091 -0.278

Entry 2:
C5H9BrFN2O2S | ωB97M-V/def2-TZVPD

Values from the calculation:
Gap between HOMO and LUMO (spin up / spin down) in eV: 6.7 / 4.5
Net charge: +1
E_tot in a.u.: -3527.4382
Spin multiplicity: 3

CARTESIAN COORDINATES (ANGSTROEM)
1 C -0.330 0.692 -1.416
2 C 0.110 -1.753 0.150
3 C -2.133 -0.763 -1.210
4 C 1.010 -0.505 0.305
5 C 1.062 -0.058 1.806
6 N 0.676 0.630 -0.499
7 N -0.619 1.727 -2.228
8 O -2.307 -2.798 0.478
9 O -1.962 -0.539 1.465
10 F -2.088 -1.555 -2.239
11 S -1.704 -1.506 0.431
12 Br 2.857 -1.003 -0.397
13 H 0.230 -2.283 -0.840
14 H 0.326 -2.627 0.833
15 H -2.845 -0.048 -1.262
16 H 0.003 -0.254 2.139
17 H 1.603 0.950 1.773
18 H 1.525 -0.738 2.432
19 H 1.406 1.401 -0.431
20 H -1.287 1.532 -2.942
21 H -0.086 2.628 -2.230

Atomic forces in eV per Å
-1.422 -1.775 -2.580
-0.179 -1.283 -0.565
2.067 -1.233 2.893
-1.091 -1.367 1.354
-0.740 1.429 -2.159
1.936 1.927 -0.187
2.839 -0.147 2.816
0.525 -0.264 0.221
0.507 0.066 -0.351
0.506 -0.876 -0.790
-0.809 0.526 -2.581
-0.478 0.514 -0.033
-0.451 1.013 0.644
0.287 1.392 -0.083
-2.416 2.144 0.244
0.707 1.748 -0.290
-1.355 -1.206 0.953
1.879 -1.448 0.746
-1.001 -0.597 0.456
-0.551 0.173 -0.478
-0.759 -0.735 -0.230